1.
The following is a DFT calculation (ωB97M-V/def2-TZVPD) of a single C3H8N2O molecule.

Values from the calculation:
Relative energy (zero: lowest compared OMol25 entry of this formula, charge and spin) = 88.28 kJ/mol
SMILES string = CNC(=O)NC
Orbital gap = 0.36972 Ha
HOMO energy = -9.3 eV

The geometry in ORCA input format:
```
! RIJCOSX wB97M-V def2-TZVPD def2/J DEFGRID3
* xyz 0 1
C 0.300 1.865 -1.292
N 0.178 0.535 -0.732
C -0.336 0.412 0.519
O -0.825 1.356 1.150
N -0.378 -0.762 1.195
C -0.005 -2.091 0.741
H 0.025 1.861 -2.350
H 1.317 2.260 -1.178
H -0.390 2.503 -0.737
H 0.670 -0.232 -1.159
H -0.883 -0.312 1.990
H -0.147 -2.831 1.532
H -0.585 -2.427 -0.135
H 1.059 -2.136 0.456
*
```

2.
The following is a DFT calculation (ωB97M-V/def2-TZVPD) of a molecular structure, C4H5O3Y.

Values from the calculation:
Orbital gap (spin up / spin down) = 0.10738 / 0.10585 Ha
HOMO energy (spin up / spin down) = -9.5 / -9.9 eV

The geometry in ORCA input format:
```
! RIJCOSX wB97M-V def2-TZVPD def2/J DEFGRID3
* xyz 1 2
C 1.662 0.331 -1.128
H 1.753 1.369 -0.779
H 1.775 0.316 -2.222
H 2.482 -0.260 -0.699
C -0.875 0.481 -1.071
C 0.326 -0.249 -0.752
O 0.068 -0.342 1.031
C -1.190 -0.148 1.135
O -1.811 0.141 0.012
O -1.882 -0.488 2.122
H -0.732 1.572 -0.999
H 0.265 -1.329 -0.952
Y -1.841 -1.395 4.302
*
```

3.
The following is a DFT calculation (ωB97M-V/def2-TZVPD) of a molecular structure, C53H42BrGeN8O3PtS.

Values from the calculation:
Relative energy (zero: lowest compared OMol25 entry of this formula, charge and spin) = 636.30 kJ/mol
Orbital gap (spin up / spin down) = 0.17745 / 0.14851 Ha
HOMO energy (spin up / spin down) = -13.1 / -13.1 eV

The geometry in ORCA input format:
```
! RIJCOSX wB97M-V def2-TZVPD def2/J DEFGRID3
* xyz 2 2
Pt -0.409 1.344 -0.020
Br -1.305 3.354 2.061
C -2.271 4.296 0.694
C -3.192 5.239 1.085
C -3.851 5.996 0.115
C -3.541 5.832 -1.212
C -2.579 4.888 -1.621
C -2.189 4.801 -2.973
C -1.178 3.954 -3.350
C -0.588 3.109 -2.408
C -1.004 3.069 -1.087
C -1.946 4.043 -0.654
H -3.389 5.405 2.133
H -4.575 6.732 0.422
H -4.013 6.443 -1.967
H -2.666 5.451 -3.692
H -0.836 3.924 -4.372
H 0.211 2.472 -2.756
C 2.821 2.516 -0.686
C 2.667 1.983 0.684
N 1.538 1.525 1.185
C 1.780 1.138 2.468
C 3.090 1.362 2.749
N 3.642 1.909 1.619
C 5.030 2.252 1.433
N 5.647 1.347 0.511
N 5.983 1.746 -0.724
N 6.411 0.779 -1.400
C 6.381 -0.359 -0.655
C 6.739 -1.673 -0.943
C 6.534 -2.603 0.048
C 5.991 -2.251 1.292
C 5.647 -0.954 1.606
C 5.858 -0.004 0.615
H 1.898 2.308 -1.226
H 3.643 2.036 -1.213
H 3.001 3.590 -0.674
H 1.009 0.746 3.101
H 3.656 1.194 3.642
H 5.531 2.216 2.407
H 5.124 3.257 1.004
H 7.166 -1.929 -1.898
H 6.803 -3.633 -0.124
H 5.837 -3.026 2.026
H 5.235 -0.694 2.568
O 3.074 0.192 -4.054
S 3.669 -0.619 -3.030
O 3.266 -2.269 -3.359
N 2.655 -0.436 -1.707
C 1.557 -1.032 -1.377
O 0.760 -0.677 -0.484
C 1.183 -2.275 -2.154
C -0.043 -2.882 -1.911
C -0.410 -4.012 -2.611
C 0.439 -4.520 -3.585
C 1.654 -3.921 -3.839
C 2.058 -2.791 -3.116
H -0.692 -2.466 -1.154
H -1.344 -4.502 -2.385
H 0.154 -5.389 -4.158
H 2.326 -4.303 -4.590
N -3.213 -1.127 -2.682
C -2.824 -0.423 -1.604
N -1.646 0.131 -1.761
C -1.217 -0.217 -3.024
C -0.063 0.086 -3.746
C 0.034 -0.374 -5.042
C -0.974 -1.147 -5.624
C -2.108 -1.489 -4.919
C -2.217 -1.014 -3.622
H -4.074 -1.638 -2.791
H -3.442 -0.318 -0.731
H 0.755 0.644 -3.322
H 0.915 -0.133 -5.614
H -0.856 -1.479 -6.643
H -2.890 -2.086 -5.358
C -0.830 -0.090 6.447
C -0.255 -1.127 5.736
C -0.421 -1.210 4.362
C -1.180 -0.249 3.720
C -1.775 0.781 4.424
C -1.586 0.867 5.794
Ge -1.528 -0.352 1.674
C -1.374 -2.346 1.438
C -2.516 -3.139 1.400
C -2.400 -4.519 1.395
C -1.152 -5.118 1.404
C -0.010 -4.330 1.394
C -0.125 -2.952 1.411
C -3.500 0.031 2.000
C -4.163 1.055 1.343
C -5.522 1.246 1.536
C -6.217 0.420 2.404
C -5.554 -0.588 3.084
C -4.193 -0.765 2.904
H -0.681 -0.019 7.515
H 0.328 -1.879 6.242
H 0.052 -2.014 3.820
H -2.376 1.531 3.931
H -2.040 1.684 6.335
H -3.496 -2.680 1.388
H -3.294 -5.126 1.399
H -1.070 -6.194 1.423
H 0.968 -4.786 1.392
H 0.764 -2.335 1.393
H -3.622 1.699 0.659
H -6.035 2.039 1.013
H -7.272 0.574 2.572
H -6.091 -1.225 3.769
H -3.668 -1.523 3.468
*
```

4.
The following is a DFT calculation (ωB97M-V/def2-TZVPD) of 2 unconnected molecules or ions with the total composition C2H9NOS.

Values from the calculation:
Relative energy (zero: lowest compared OMol25 entry of this formula, charge and spin) = 15.52 kJ/mol
SMILES string = NCCS.O
Orbital gap = 0.36794 Ha
HOMO energy = -9.0 eV

The geometry in ORCA input format:
```
! RIJCOSX wB97M-V def2-TZVPD def2/J DEFGRID3
* xyz 0 1
C 0.824 -1.006 -0.850
C -0.530 -1.320 -1.498
S -1.114 -0.025 -2.606
N 1.265 -1.986 0.140
H 1.583 -0.936 -1.636
H 0.712 -0.035 -0.376
H -0.516 -2.267 -2.020
H -1.272 -1.444 -0.705
H -0.006 0.020 -3.355
H 0.873 -2.898 -0.030
H 1.018 -1.717 1.076
H -0.008 3.584 7.073
H -0.244 4.243 5.716
O 0.390 3.700 6.205
*
```

5.
The following is a DFT calculation (ωB97M-V/def2-TZVPD) of 2 unconnected molecules or ions with the total composition F2H4SSi2.

Values from the calculation:
Relative energy (zero: lowest compared OMol25 entry of this formula, charge and spin) = 413.35 kJ/mol
Orbital gap (spin up / spin down) = 0.22052 / 0.28805 Ha
HOMO energy (spin up / spin down) = -8.2 / -9.1 eV

The geometry in ORCA input format:
```
! RIJCOSX wB97M-V def2-TZVPD def2/J DEFGRID3
* xyz 0 1
F 3.997 -1.269 1.150
F 3.886 -0.992 -1.359
Si -1.007 -0.596 0.375
Si 3.096 -0.542 0.007
S 3.462 1.675 0.198
H -1.717 -0.251 1.674
H -0.436 0.534 -0.492
H -1.786 -1.786 -0.415
H 3.761 2.074 -1.050
*
```

6.
The following is a DFT calculation (ωB97M-V/def2-TZVPD) of a single C9H6BrNS molecule.

Values from the calculation:
SMILES string = [S-][n+]1c(Br)ccc2ccccc21
Orbital gap (spin up / spin down) = 0.23568 / 0.23121 Ha
HOMO energy (spin up / spin down) = -7.5 / -7.4 eV

The geometry in ORCA input format:
```
! RIJCOSX wB97M-V def2-TZVPD def2/J DEFGRID3
* xyz 0 1
C -2.027 -1.494 0.475
C -0.950 -2.348 0.193
C -1.836 -0.143 0.507
C -0.390 1.820 0.269
C 0.280 -1.831 -0.106
C 0.823 2.387 -0.088
C -0.575 0.433 0.219
C 0.492 -0.439 -0.139
C 1.870 1.622 -0.501
N 1.711 0.030 -0.520
S 2.974 -0.855 -1.016
Br 3.507 2.196 -1.132
H -3.000 -1.917 0.679
H -1.094 -3.418 0.204
H -2.653 0.520 0.751
H -1.208 2.454 0.574
H 1.120 -2.474 -0.314
H 0.957 3.458 -0.057
*
```

7.
The following is a DFT calculation (ωB97M-V/def2-TZVPD) of a molecular structure, C6H8AgO5.

Values from the calculation:
Relative energy (zero: lowest compared OMol25 entry of this formula, charge and spin) = 155.14 kJ/mol
Orbital gap (spin up / spin down) = 0.21963 / 0.24266 Ha
HOMO energy (spin up / spin down) = -8.4 / -9.0 eV

The geometry in ORCA input format:
```
! RIJCOSX wB97M-V def2-TZVPD def2/J DEFGRID3
* xyz 0 2
O 1.946 3.223 -0.235
C 2.028 1.974 -0.147
O 2.965 1.310 -0.654
O 1.012 1.353 0.478
C -0.368 -0.572 0.898
C 0.985 -0.068 0.467
Ag 4.356 3.637 -1.436
H -1.310 0.243 0.953
H -0.363 -1.670 0.885
H 1.220 -0.442 -0.538
H 1.787 -0.473 1.101
O -0.351 -0.513 2.568
C -1.480 -0.296 3.150
O -2.371 0.296 2.572
C -1.913 -0.697 -1.690
C -1.431 -1.968 -1.657
H -2.846 -0.435 -1.187
H -1.385 0.096 -2.224
H -1.955 -2.752 -1.105
H -0.525 -2.247 -2.199
*
```

8.
The following is a DFT calculation (ωB97M-V/def2-TZVPD) of a single C6H10O molecule.

Values from the calculation:
Relative energy (zero: lowest compared OMol25 entry of this formula, charge and spin) = 482.64 kJ/mol
Orbital gap = 0.32006 Ha
HOMO energy = -8.4 eV

The geometry in ORCA input format:
```
! RIJCOSX wB97M-V def2-TZVPD def2/J DEFGRID3
* xyz 0 1
C 2.355 -0.463 0.034
C 0.984 -0.364 0.601
C -1.122 -0.400 -1.038
C -1.693 0.622 -0.105
C -1.907 -0.826 0.187
O -0.847 1.295 0.799
C 0.531 1.036 0.681
H 2.841 0.461 -0.320
H 2.358 -1.198 -0.785
H 2.965 -0.942 0.809
H -0.043 -0.413 -1.175
H -1.621 -0.625 -1.973
H -2.499 1.272 -0.435
H -2.868 -1.267 -0.047
H -1.444 -1.177 1.104
H 0.989 1.748 -0.031
H 0.976 1.255 1.676
*
```

9.
The following is a DFT calculation (ωB97M-V/def2-TZVPD) of 16 unconnected molecules or ions with the total composition H31O16.

Values from the calculation:
Relative energy (zero: lowest compared OMol25 entry of this formula, charge and spin) = 453.84 kJ/mol
Orbital gap (spin up / spin down) = 0.32295 / 0.11405 Ha
HOMO energy (spin up / spin down) = -10.2 / -10.2 eV

The geometry in ORCA input format:
```
! RIJCOSX wB97M-V def2-TZVPD def2/J DEFGRID3
* xyz 0 2
O 1.820 1.171 0.655
H 1.940 2.037 0.889
H 3.336 2.457 -0.084
O -4.472 -2.841 -2.376
H -4.747 -2.245 -1.568
H 0.517 0.990 0.723
O 0.831 5.268 2.027
H 0.456 5.838 1.383
H 0.182 4.809 2.377
O -2.831 -0.944 -2.653
H -2.162 -1.192 -1.978
H -2.365 -0.631 -3.420
O 0.459 -1.172 3.490
H 1.373 -1.598 3.691
H -0.152 1.101 5.568
O -0.157 -4.800 3.932
H 0.258 -4.719 3.176
H -0.121 -3.821 4.164
O -0.049 1.095 -5.563
H 0.441 1.065 -4.687
H -0.279 1.972 -5.372
O 1.894 -1.329 1.289
H 1.878 -0.398 0.975
H 2.925 -1.303 1.428
O -0.629 1.196 1.036
H -0.677 1.087 1.939
O -0.954 -1.636 -0.986
H -0.600 -0.796 -0.683
H -1.406 -2.126 -0.224
O 4.274 2.363 -0.250
H 4.559 1.498 0.319
H 0.231 -0.985 2.467
O -0.225 0.161 5.758
H 0.224 -1.954 -2.518
H -0.117 -0.307 5.060
O -0.076 1.131 -2.471
H -0.020 0.725 -1.642
H 0.807 1.370 -2.681
O -3.662 0.835 0.814
H -2.838 0.737 1.320
H -3.153 0.978 0.005
O 2.308 0.968 -2.008
H 3.149 0.662 -2.220
H 2.037 1.092 -1.091
O 1.047 -1.804 -2.997
H -3.584 -2.654 -2.374
H 1.273 -0.994 -2.517
*
```

10.
The following is a DFT calculation (ωB97M-V/def2-TZVPD) of a single C3H4N4O molecule.

Values from the calculation:
Relative energy (zero: lowest compared OMol25 entry of this formula, charge and spin) = 457.54 kJ/mol
SMILES string = Nc1n[nH]cc1N=O
Orbital gap = 0.27808 Ha
HOMO energy = -8.6 eV

The geometry in ORCA input format:
```
! RIJCOSX wB97M-V def2-TZVPD def2/J DEFGRID3
* xyz 0 1
C 0.121 0.710 -0.068
C 1.090 -1.284 0.013
C -0.119 -0.587 -0.042
H -1.663 1.509 0.156
H -0.214 2.597 -0.263
H 3.114 -0.212 0.344
H 1.224 -2.342 -0.151
N -0.688 1.706 -0.063
N 1.483 0.908 -0.027
N 2.045 -0.330 0.132
N -1.405 -1.116 -0.317
O -2.382 -0.345 0.303
*
```

11.
The following is a DFT calculation (ωB97M-V/def2-TZVPD) of 5 unconnected molecules or ions with the total composition CH11NO5.

Values from the calculation:
Relative energy (zero: lowest compared OMol25 entry of this formula, charge and spin) = 100.88 kJ/mol
SMILES string = NC=O.O.O.O.O
Orbital gap = 0.36701 Ha
HOMO energy = -9.9 eV

The geometry in ORCA input format:
```
! RIJCOSX wB97M-V def2-TZVPD def2/J DEFGRID3
* xyz 0 1
C -2.203 1.358 0.983
N -1.470 0.342 1.556
O -3.255 1.190 0.409
H -1.757 2.365 1.063
H -0.807 0.785 2.174
H -1.740 -0.616 1.654
H 1.420 -1.670 1.227
H 2.044 -0.377 0.455
O 1.896 -0.839 1.294
H 3.391 1.158 -0.859
H 3.220 -0.262 -1.476
O 2.755 0.440 -0.992
H 0.781 0.625 -2.627
H -0.673 0.888 -1.966
O -0.090 1.011 -2.717
H -1.222 -2.889 -0.197
H -1.106 -1.414 -0.330
O -1.185 -2.094 0.350
*
```

12.
The following is a DFT calculation (ωB97M-V/def2-TZVPD) of a molecular structure, C4H9N2O2.

Values from the calculation:
Relative energy (zero: lowest compared OMol25 entry of this formula, charge and spin) = 473.34 kJ/mol
Orbital gap = 0.29981 Ha
HOMO energy = -4.4 eV

The geometry in ORCA input format:
```
! RIJCOSX wB97M-V def2-TZVPD def2/J DEFGRID3
* xyz -1 1
C 0.498 -0.311 0.890
N 1.094 -1.103 -0.165
C 2.188 -0.513 -0.991
O 2.341 -0.961 -2.163
O 2.805 0.448 -0.351
C -1.003 -0.461 1.147
N -2.039 0.214 -0.182
C -1.193 1.192 -0.834
H 1.081 -0.486 1.933
H 0.729 0.745 0.639
H 0.450 -1.556 -0.766
H -1.330 0.276 1.851
H -1.196 -1.414 1.759
H -1.416 -0.834 -0.008
H -0.914 1.920 -0.018
H -1.794 1.913 -1.452
H -0.301 0.932 -1.290
*
```

Strongest force on any atom, record by record: 2.37, 5.16, 4.37, 0.60, 2.09, 5.68, 4.47, 0.53, 9.56, 6.87, 2.95, 4.16 eV Å⁻¹